1.
Molecular formula: C5H13NO
Method: DFT, ωB97M-V with the def2-TZVPD basis set

CARTESIAN COORDINATES (ANGSTROEM)
C: -0.46 -0.93 0.66
N: 0.32 -0.27 -0.38
C: 0.81 -1.00 -1.61
C: 0.64 1.05 0.14
C: 0.61 0.83 1.72
C: -0.27 -0.35 2.07
H: -0.31 -1.96 0.87
H: -1.43 -1.00 0.25
H: 0.05 -1.59 -2.08
H: 1.63 -1.74 -1.40
H: 1.31 -0.23 -2.24
H: -0.14 1.87 -0.10
H: 1.56 1.52 -0.17
H: 0.21 1.77 2.18
H: 1.72 0.65 1.82
H: 0.26 -1.03 2.76
H: -1.14 -0.15 2.62
H: -1.83 0.63 -1.51
H: -1.85 0.73 -3.24
O: -1.71 1.21 -2.35

Its LUMO energy is 0.029 hartree. The structure (SMILES) is CN1CCCC1.O. For the strongest force on any atom, the calculation gives 0.0617 hartree/bohr. The calculation puts the energy relative to the best compared isomer or geometry (same formula, charge and spin) at 2.872 eV.

natural (NBO) population analysis, charges in e, atoms 1 to 8: atom 1 (C): -0.2254, atom 2 (N): -0.4868, atom 3 (C): -0.3892, atom 4 (C): -0.1899, atom 5 (C): -0.4103, atom 6 (C): -0.4187, atom 7 (H): 0.1923, atom 8 (H): 0.1643


2.
Molecular formula: C11H21N5O3
Method: DFT, ωB97M-V with the def2-TZVPD basis set

CARTESIAN COORDINATES (ANGSTROEM)
C: 0.01 1.13 2.14
C: 0.07 -0.51 1.90
C: 1.18 1.46 2.99
C: 0.60 1.89 4.48
C: -1.03 1.60 4.31
C: -1.15 -0.36 -0.39
C: -2.48 0.08 0.12
C: -1.20 -1.44 -1.53
C: 0.21 -1.64 -2.11
C: 0.74 -0.23 -2.18
C: 2.53 -0.65 -3.92
H: -1.99 0.90 2.54
H: 0.15 1.59 1.14
H: 1.92 0.65 3.18
H: 1.61 2.36 2.65
H: 0.80 3.03 4.53
H: 0.94 1.33 5.46
H: -1.43 0.65 4.91
H: -1.62 2.25 4.77
H: -0.44 -1.92 0.57
H: -0.72 0.60 -0.74
H: -2.04 -1.23 -2.50
H: -1.81 -2.39 -0.92
H: 0.86 -2.37 -1.49
H: 0.10 -1.82 -3.19
H: -0.05 0.59 -2.62
H: 0.83 0.19 -1.29
H: 2.80 -0.76 -2.11
H: 3.70 -1.32 -5.12
H: 2.68 0.15 -6.07
H: 1.48 0.79 -4.69
H: -4.15 0.83 -0.57
N: -1.13 1.47 2.78
N: -0.21 -0.87 0.73
N: 2.15 -0.19 -2.63
N: 3.44 -1.48 -4.12
N: 1.90 -0.07 -5.16
O: 0.64 -1.26 2.73
O: -2.89 0.12 1.37
O: -3.19 0.63 -0.91

Its LUMO energy is 0.006 hartree. The structure (SMILES) is [H]/N=C(\N)NCCC[C@H](NC(=O)[C@@H]1CCCN1)C(=O)O. For the strongest force on any atom, the calculation gives 0.2041 hartree/bohr. The calculation puts the energy relative to the best compared isomer or geometry (same formula, charge and spin) at 8.219 eV.

natural (NBO) population analysis, charges in e, atoms 1 to 8: atom 1 (C): -0.1073, atom 2 (C): 0.6673, atom 3 (C): -0.4140, atom 4 (C): -0.4135, atom 5 (C): -0.1962, atom 6 (C): -0.1873, atom 7 (C): 0.7969, atom 8 (C): -0.4108


3.
Molecular formula: C11H29FNO3PSSi2
Method: DFT, ωB97M-V with the def2-TZVPD basis set

CARTESIAN COORDINATES (ANGSTROEM)
C: -5.63 -0.70 0.19
C: -4.66 0.62 0.41
S: -3.62 0.21 1.96
C: -1.82 0.72 1.68
Si: -0.88 -0.73 0.80
N: -1.06 -2.20 1.83
O: 0.83 -0.30 0.76
Si: 1.37 -0.58 2.45
F: 2.92 0.18 2.82
P: -1.81 -0.97 -1.18
C: -0.53 -0.90 -2.60
C: -2.90 -2.55 -1.29
H: -5.41 -1.56 0.97
H: -6.76 -0.38 0.37
H: -5.48 -1.18 -0.89
H: -5.23 1.60 0.67
H: -3.99 0.85 -0.53
H: -1.70 1.66 0.97
H: -1.39 1.01 2.73
H: -0.50 -3.01 1.50
H: -2.08 -2.43 1.92
H: 1.52 -2.01 2.70
H: 0.37 -0.08 3.43
H: -0.02 -1.96 -2.76
H: 0.26 -0.04 -2.44
H: -1.16 -0.68 -3.59
H: -3.76 -2.43 -2.09
H: -2.19 -3.43 -1.65
H: -3.39 -2.81 -0.24
C: 1.74 3.29 1.08
C: 0.76 3.99 0.18
O: -0.22 4.58 0.64
C: 1.03 3.95 -1.30
H: 1.42 3.40 2.13
H: 1.77 2.23 0.84
H: 2.73 3.73 0.98
H: 1.03 2.92 -1.65
H: 1.99 4.43 -1.51
H: 0.25 4.50 -1.83
C: 4.03 -0.59 0.07
C: 4.24 -1.78 -0.83
O: 3.48 -2.75 -0.81
C: 5.41 -1.73 -1.78
H: 3.15 -0.77 0.70
H: 4.90 -0.47 0.72
H: 3.86 0.31 -0.52
H: 6.34 -1.65 -1.21
H: 5.31 -0.88 -2.46
H: 5.44 -2.65 -2.37

Its LUMO energy is 0.016 hartree. For the strongest force on any atom, the calculation gives 0.0704 hartree/bohr.

natural (NBO) population analysis, charges in e, atoms 1 to 8: atom 1 (C): -0.6519, atom 2 (C): -0.5333, atom 3 (S): 0.1277, atom 4 (C): -1.0455, atom 5 (Si): 1.7362, atom 6 (N): -1.3283, atom 7 (O): -1.2319, atom 8 (Si): 1.6698


no.,molar mass (g/mol),HOMO-LUMO gap (eV)
1,103.165,8.48
2,271.321,7.98
3,361.568,8.42